(1)
The following is a quantum chemistry calculation of C41H33BCl92F3N3O2P as an isolated structure in a non-equilibrium geometry, from the Open Molecules 2025 dataset.

XYZ file:
```
176
Properties=species:S:1:pos:R:3:mulliken_charge:R:1
C -1.9332 -2.1226 3.0502 -1.094
C -1.0647 -1.1386 2.9363 0.768
C -1.5305 0.1773 2.3085 -1.403
C -0.8332 0.6701 1.0058 1.379
P -2.3302 1.5611 0.1542 -0.689
C -3.6211 0.2716 -0.2789 1.771
C -4.8990 1.0685 -0.7859 -1.120
C -3.2519 2.6120 1.4127 -0.758
C -3.5424 4.0568 0.8968 -0.659
C -0.4210 -0.2835 -0.1392 -0.212
B 0.7373 -1.3861 -0.0230 0.410
N 1.6944 -1.4011 -1.1391 -0.344
O 0.9127 -2.3434 0.9555 -0.015
C 0.2959 0.7764 -1.0217 -0.631
N 0.6930 1.7634 -0.3160 1.223
O 1.3097 2.7662 -1.0217 -0.499
C 0.3368 1.7078 1.1230 0.296
C -0.0607 3.1763 1.4667 -0.380
C 1.1217 4.1679 1.7170 0.021
C 0.7613 5.5809 1.1245 -1.096
N 1.1019 5.6857 -0.3012 -0.603
C 1.3263 1.1499 2.1751 0.170
C 2.8362 1.4704 2.0258 -0.090
C 3.5005 1.0517 0.7247 0.297
F 3.8067 1.8794 -0.2919 -0.543
C 3.8697 -0.1876 0.5779 0.343
F 4.4200 -0.6292 -0.5150 -0.284
F 3.6621 -1.0641 1.5249 -0.092
H -2.9792 -1.8849 2.8158 0.171
H -1.6790 -3.1654 3.3068 0.435
H -0.0268 -1.3572 3.2901 -1.045
H -1.3721 0.9685 3.0701 0.356
H -2.6230 0.0944 2.2148 0.841
H -3.9599 -0.2870 0.6165 -0.594
H -3.2880 -0.4107 -1.0645 -0.374
H -4.5689 2.0991 -0.9864 0.373
H -5.2834 0.5628 -1.6770 0.325
H -5.6312 1.0989 0.0312 0.272
H -2.7417 2.6441 2.3877 0.607
H -4.2347 2.1542 1.6292 0.749
H -3.6407 4.7241 1.7648 0.464
H -2.8343 4.4111 0.1420 0.204
H -4.5429 4.0279 0.4351 -0.250
H -1.1903 -0.7726 -0.7651 -0.558
H 2.3848 -2.1368 -1.0026 0.177
H 1.1490 -1.7432 -1.9390 -0.359
H 0.1124 -2.8814 1.0273 0.125
H 0.4650 0.7146 -2.0969 0.699
H 1.9300 2.3697 -1.6528 0.419
H -0.6612 3.1519 2.3923 0.561
H -0.6991 3.6414 0.6949 0.154
H 1.9895 3.8430 1.1224 0.070
H 1.3956 4.2911 2.7739 0.250
H 1.4169 6.3156 1.6233 0.404
H -0.3037 5.8214 1.2434 0.397
H 0.3184 5.4150 -0.8780 0.312
H 1.9115 5.1237 -0.5229 0.260
H 1.0168 1.5823 3.1452 0.512
H 1.2559 0.0606 2.3320 -0.921
H 3.1128 2.5120 2.2267 -0.662
H 3.3493 0.9009 2.8147 0.652
C -3.2541 5.9871 -7.4691 0.190
Cl -3.8070 7.3080 -6.4299 -0.107
Cl -3.9112 6.2020 -9.0962 -0.026
Cl -1.4851 5.9843 -7.5415 0.007
Cl -3.8174 4.4357 -6.8078 -0.120
C -2.3257 -5.8341 5.7055 0.061
Cl -1.9003 -4.4030 4.7356 0.000
Cl -0.8553 -6.7342 6.1084 0.012
Cl -3.1269 -5.3086 7.1888 0.043
Cl -3.4181 -6.8714 4.7788 -0.118
C -4.6099 -2.0686 8.9316 0.342
Cl -3.0356 -1.2869 8.7578 -0.057
Cl -5.6399 -1.1489 10.0514 -0.127
Cl -5.3983 -2.1527 7.3485 -0.051
Cl -4.3803 -3.7051 9.5629 -0.112
C 1.8691 -3.4954 -4.9298 0.213
Cl 0.6330 -2.4358 -4.2242 -0.098
Cl 3.0650 -3.8742 -3.6831 -0.107
Cl 1.1282 -4.9918 -5.5117 -0.024
Cl 2.6538 -2.6572 -6.2698 -0.069
C 2.5028 -3.4894 4.2671 0.234
Cl 1.4491 -4.7318 4.9405 0.022
Cl 3.0313 -3.9762 2.6559 -0.078
Cl 1.6055 -1.9460 4.1657 -0.169
Cl 3.9121 -3.2847 5.3119 -0.030
C 4.5755 3.8756 4.9647 0.317
Cl 6.0365 4.2925 5.8634 -0.030
Cl 4.7623 4.3743 3.2743 -0.076
Cl 4.3169 2.1221 5.0456 -0.068
Cl 3.1734 4.7054 5.6705 -0.132
C -0.6050 -8.7281 -6.9718 0.301
Cl 0.8261 -9.7622 -6.9031 -0.101
Cl -1.3919 -8.9100 -8.5429 -0.055
Cl -1.7315 -9.1873 -5.6882 -0.097
Cl -0.1178 -7.0342 -6.7469 -0.034
C 5.6454 -5.9361 7.6602 0.363
Cl 5.2895 -5.6419 9.3634 -0.081
Cl 4.1352 -6.2457 6.7911 -0.055
Cl 6.4480 -4.5081 6.9770 -0.120
Cl 6.7172 -7.3440 7.4891 -0.122
C 1.9506 7.6334 -8.4229 0.177
Cl 1.4092 8.9656 -7.3960 -0.099
Cl 1.2633 7.8220 -10.0423 -0.041
Cl 3.7213 7.6497 -8.5283 -0.058
Cl 1.3980 6.0906 -7.7461 0.068
C 2.2050 3.4944 -10.6119 0.199
Cl 0.4973 3.6702 -10.1703 -0.042
Cl 2.3447 3.3176 -12.3648 -0.105
Cl 3.0984 4.9293 -10.0884 0.040
Cl 2.8679 2.0540 -9.8230 -0.080
C 5.8915 -9.6343 11.4945 0.287
Cl 6.4433 -8.6267 10.1477 0.000
Cl 4.3605 -10.4080 11.0592 -0.084
Cl 7.1027 -10.8761 11.8410 -0.102
Cl 5.6549 -8.6238 12.9286 -0.106
C -2.4637 2.0670 11.3267 0.302
Cl -2.2284 2.4397 13.0391 -0.093
Cl -3.7443 0.8600 11.1507 -0.006
Cl -2.9189 3.5410 10.4591 -0.103
Cl -0.9566 1.4263 10.6499 -0.105
C -4.5888 -6.1663 -8.7626 0.288
Cl -5.5394 -7.4840 -8.0643 -0.089
Cl -4.0279 -6.6323 -10.3736 -0.091
Cl -5.5915 -4.7135 -8.8836 -0.106
Cl -3.1927 -5.8362 -7.7264 0.004
C -2.9280 -3.7767 -2.1638 0.029
Cl -2.5307 -3.3662 -0.4801 0.107
Cl -4.2063 -4.9869 -2.1747 -0.069
Cl -3.4786 -2.3230 -3.0146 -0.099
Cl -1.4836 -4.3986 -2.9629 -0.001
C 5.0143 4.7365 -6.0269 0.237
Cl 5.6478 5.6784 -7.3872 -0.078
Cl 3.8262 3.5577 -6.5994 -0.022
Cl 6.3555 3.8691 -5.2682 -0.034
Cl 4.2532 5.8306 -4.8592 -0.109
C -7.3287 6.2384 -0.3053 0.325
Cl -5.7536 7.0224 -0.5033 -0.099
Cl -8.2875 7.1272 0.8829 -0.092
Cl -8.1771 6.2178 -1.8554 -0.090
Cl -7.0876 4.5748 0.2565 -0.071
C 7.1917 -0.0923 -4.7898 0.194
Cl 7.7250 0.8328 -6.1970 0.021
Cl 5.8396 -1.1371 -5.2401 -0.035
Cl 8.5365 -1.0603 -4.1729 -0.100
Cl 6.6043 1.0180 -3.5430 -0.060
C -7.0128 -2.3686 0.2746 0.216
Cl -7.9985 -3.5993 1.0658 -0.037
Cl -6.5844 -2.9082 -1.3572 -0.059
Cl -7.9202 -0.8527 0.1836 -0.099
Cl -5.5313 -2.1158 1.2205 -0.042
C 9.0010 2.5900 -9.7103 0.277
Cl 10.3603 3.7071 -9.8792 -0.093
Cl 7.7614 3.3215 -8.6766 0.019
Cl 8.3138 2.2504 -11.3037 -0.093
Cl 9.5651 1.0802 -8.9767 -0.109
C 0.0060 -10.5530 7.0837 0.308
Cl 1.1268 -9.3534 6.4115 -0.059
Cl 0.1584 -10.5748 8.8450 -0.085
Cl -1.6542 -10.1332 6.6403 -0.081
Cl 0.4012 -12.1493 6.4364 -0.092
C -3.4498 5.3519 -13.0936 0.293
Cl -3.0979 6.8095 -14.0290 -0.091
Cl -1.9993 4.8534 -12.2111 -0.011
Cl -4.7534 5.6906 -11.9429 -0.097
Cl -3.9520 4.0554 -14.1853 -0.097
C -8.6302 -5.1674 4.7881 0.303
Cl -9.7598 -5.7291 6.0253 -0.095
Cl -7.1307 -4.6251 5.5589 -0.015
Cl -8.2718 -6.4915 3.6695 -0.101
Cl -9.3524 -3.8219 3.8923 -0.103
C 6.0892 8.2063 7.1205 0.329
Cl 6.4226 9.6622 6.1737 -0.097
Cl 7.6003 7.3283 7.4057 -0.110
Cl 5.3695 8.6611 8.6695 -0.094
Cl 4.9657 7.1659 6.2317 -0.028
```

Net charge: +1
DFT total energy in Ha: -44899.61205
Orbital gap in eV: 7.898
HOMO level in eV: -10.61


(2)
The following is a quantum chemistry calculation of C41H33KN3O4PS as an isolated structure in a non-equilibrium geometry, from the Open Molecules 2025 dataset.

XYZ file:
```
84
Properties=species:S:1:pos:R:3:mulliken_charge:R:1
K -0.0697 -0.9258 -0.1498 1.043
C 1.3600 3.3118 1.4746 -1.263
C 1.1990 2.0639 2.2990 0.489
C 2.2146 1.1182 2.3904 -0.070
C 2.0229 -0.0823 3.0724 -0.764
C 0.8227 -0.3265 3.7214 -0.172
C -0.1880 0.6287 3.6677 -0.441
C -0.0083 1.8004 2.9489 -0.121
H 1.4270 4.2032 2.1075 0.488
H 0.5152 3.4162 0.7887 -0.042
H 2.2628 3.2642 0.8625 0.287
H 3.1516 1.2961 1.8729 0.285
H 2.7923 -0.8451 3.0603 0.374
H 0.6583 -1.2815 4.2060 0.361
H -1.1500 0.4200 4.1221 0.270
H -0.8300 2.5012 2.8395 0.341
C -4.4760 3.2660 1.9198 -0.533
C -4.4568 3.7952 0.6301 -0.651
C -3.8732 3.0810 -0.4051 -0.026
C -3.3051 1.8261 -0.1824 -0.052
C -3.3266 1.3088 1.1096 -0.436
C -3.9085 2.0237 2.1571 -0.368
P -2.4665 0.8396 -1.5158 0.669
C -3.9034 0.5736 -2.6572 -0.092
C -5.2423 0.6123 -2.2673 -0.500
C -6.2629 0.2788 -3.1535 -0.558
C -5.9666 -0.1106 -4.4529 -0.425
C -4.6357 -0.1781 -4.8514 -0.642
C -3.6221 0.1536 -3.9633 -0.563
C -1.4286 2.1468 -2.2715 0.246
C -1.7123 2.8197 -3.4611 0.005
C -0.8424 3.8047 -3.9221 -0.736
C 0.2863 4.0971 -3.1628 -0.669
C 0.5186 3.4194 -1.9637 0.144
C -0.3079 2.4040 -1.4392 -0.778
H -4.9204 3.8269 2.7345 0.332
H -4.8841 4.7727 0.4376 0.370
H -3.8286 3.5079 -1.4024 0.410
H -2.8620 0.3487 1.3132 0.398
H -3.8988 1.6081 3.1586 0.391
H -5.4947 0.9179 -1.2581 0.342
H -7.2937 0.3246 -2.8208 0.362
H -6.7612 -0.3678 -5.1438 0.347
H -4.3828 -0.5026 -5.8541 0.362
H -2.5875 0.0668 -4.2773 0.516
H -2.6013 2.5840 -4.0381 0.360
H -1.0410 4.3262 -4.8522 0.359
H 0.9853 4.8554 -3.5099 0.308
H 1.4233 3.7058 -1.4212 0.117
O -0.1980 -1.5860 -2.3352 -0.735
C 0.5847 -2.3785 -2.9381 -0.108
C 0.1469 -3.6390 -3.4716 -0.654
C 0.9784 -4.4726 -4.1854 -0.343
C 2.3240 -4.1455 -4.4171 -0.774
C 2.7912 -2.9558 -3.8781 -0.562
C 1.9767 -2.0827 -3.1585 0.411
C 2.5660 -0.8474 -2.6009 -0.034
N 2.3220 -0.2736 -1.4399 0.251
C 3.1540 0.8232 -1.3718 -0.019
C 3.9087 0.9219 -2.4998 -0.886
N 3.5253 -0.1534 -3.2753 -0.020
H -0.8910 -3.8997 -3.2968 0.377
H 0.5823 -5.4088 -4.5682 0.350
H 2.9827 -4.8121 -4.9586 0.342
H 3.8440 -2.7048 -3.9884 0.361
H 3.1175 1.5040 -0.5359 0.089
H 4.6292 1.6485 -2.8323 0.395
H 3.8103 -0.3543 -4.2161 0.246
O 1.4422 -4.4705 3.4656 -0.722
S 0.5068 -4.5069 2.3677 1.136
O 0.6954 -5.5162 1.3613 -0.716
N 0.2835 -3.0450 1.7385 -0.386
C -0.9466 -2.5562 2.0325 0.623
O -1.3727 -1.4407 1.7409 -0.523
C -1.8147 -3.5373 2.8048 0.221
C -3.1182 -3.3818 3.2293 -0.373
C -3.7059 -4.4384 3.9227 -0.634
C -2.9884 -5.6067 4.1721 -0.415
C -1.6761 -5.7530 3.7408 -0.633
C -1.1172 -4.6886 3.0561 -0.048
H -3.6500 -2.4641 3.0108 0.564
H -4.7297 -4.3580 4.2673 0.380
H -3.4633 -6.4189 4.7104 0.358
H -1.1138 -6.6592 3.9282 0.404
```

Net charge: -2
ΔE to the lowest compared entry with this formula, charge and spin in kJ/mol: 90.1
DFT total energy in Ha: -3386.95390
Orbital gap in eV: 5.462
HOMO level in eV: -1.40


Which of these has the highest HOMO level? C41H33KN3O4PS


The lowest net charge belongs to which entry? C41H33KN3O4PS


Which value of orbital gap does entry 1 give? 7.898 eV